(1)
{
  "formula": "C17H20ClNO4S",
  "method": "ωB97M-V with the def2-TZVPD basis set",
  "species": ["C", "C", "C", "C", "N", "C", "O", "C", "C", "C", "C", "C", "S", "O", "O", "C", "C", "C", "C", "C", "Cl", "C", "C", "O", "H", "H", "H", "H", "H", "H", "H", "H", "H", "H", "H", "H", "H", "H", "H", "H", "H", "H", "H", "H"],
  "positions_angstrom": [[-5.521, -1.289, -0.859], [-4.003, -1.360, -0.962], [-3.297, -0.217, -0.217], [-3.549, 1.142, -0.853], [-1.868, -0.469, -0.178], [-1.284, -1.172, 0.815], [-1.863, -1.547, 1.818], [0.148, -1.459, 0.595], [0.977, -2.301, 1.290], [2.232, -2.240, 0.650], [2.089, -1.362, -0.389], [3.077, -0.844, -1.348], [4.581, -0.259, -0.447], [5.342, -1.417, -0.070], [5.224, 0.716, -1.283], [4.021, 0.560, 1.102], [2.768, 1.328, 0.881], [2.705, 2.261, -0.152], [1.547, 2.978, -0.382], [0.442, 2.766, 0.430], [-0.995, 3.684, 0.160], [0.484, 1.842, 1.461], [1.649, 1.128, 1.682], [0.825, -0.889, -0.434], [-5.827, -1.255, 0.183], [-5.968, -2.167, -1.319], [-5.910, -0.409, -1.364], [-3.702, -1.345, -2.013], [-3.662, -2.302, -0.527], [-3.631, -0.218, 0.826], [-4.600, 1.403, -0.785], [-2.973, 1.909, -0.343], [-3.261, 1.130, -1.903], [-1.329, -0.244, -1.000], [0.702, -2.883, 2.145], [3.129, -2.765, 0.908], [2.684, -0.008, -1.918], [3.469, -1.610, -2.014], [3.913, -0.225, 1.843], [4.862, 1.203, 1.356], [3.573, 2.415, -0.775], [1.499, 3.702, -1.180], [-0.381, 1.678, 2.084], [1.684, 0.411, 2.488]],
  "lumo_ev": 0.51,
  "smiles": "CC[C@H](C)NC(=O)c1ccc(CS(=O)(=O)Cc2ccc(Cl)cc2)o1",
  "e_above_lowest_ev": 0.9337,
  "e_homo_ev": -8.99
}


(2)
{
  "formula": "C4H4O",
  "method": "ωB97M-V with the def2-TZVPD basis set",
  "species": ["C", "C", "C", "C", "O", "H", "H", "H", "H"],
  "positions_angstrom": [[-1.331, 0.397, -0.299], [-0.274, -0.144, -0.972], [0.940, -0.506, -1.074], [1.427, -0.499, 0.289], [0.876, 0.158, 1.216], [-1.458, 1.478, -0.374], [-2.249, -0.171, -0.155], [2.301, -1.085, 0.587], [-0.231, 0.372, 0.783]],
  "lumo_ev": -0.26,
  "smiles": "C=C=C=CO",
  "e_above_lowest_ev": 4.0210,
  "e_homo_ev": -8.99
}


(3)
{
  "formula": "C2H19FeO10",
  "method": "ωB97M-V with the def2-TZVPD basis set",
  "species": ["Fe", "C", "C", "O", "O", "H", "H", "H", "O", "H", "H", "O", "H", "H", "O", "H", "H", "O", "H", "H", "O", "H", "H", "O", "H", "H", "O", "H", "H", "O", "H", "H"],
  "positions_angstrom": [[-7.962, -28.177, 25.472], [-10.545, -29.559, 28.176], [-9.199, -30.137, 27.629], [-8.660, -30.983, 28.349], [-8.694, -29.724, 26.607], [-10.866, -28.558, 27.885], [-10.532, -29.554, 29.266], [-11.342, -30.220, 27.835], [-11.896, -25.886, 27.614], [-11.467, -26.589, 28.102], [-12.768, -25.821, 28.004], [-13.457, -29.128, 26.264], [-13.182, -30.044, 26.253], [-12.731, -28.654, 25.857], [-7.764, -32.781, 25.569], [-8.212, -32.331, 26.285], [-8.457, -32.980, 24.939], [-9.660, -28.390, 24.213], [-10.404, -27.942, 24.615], [-9.994, -28.704, 23.373], [-10.280, -32.853, 29.675], [-9.640, -32.405, 29.122], [-10.296, -32.343, 30.485], [-5.810, -31.285, 28.728], [-6.670, -31.039, 28.388], [-5.418, -31.811, 28.031], [-7.087, -29.525, 24.090], [-6.590, -29.173, 23.352], [-7.357, -30.398, 23.803], [-11.001, -32.532, 25.133], [-11.321, -32.225, 25.981], [-11.531, -32.059, 24.491]],
  "lumo_ev": [-9.87, -12.56],
  "s2": 8.7634,
  "spin_multiplicity": 6,
  "charge": 2,
  "e_homo_ev": [-17.34, -16.88]
}


What total energy values result from the calculations? In sequence: -50991.573; -6255.358; -57223.407 eV.
What maximum force values result from the calculations? In sequence: 1.22; 0.37; 4.49 eV Å⁻¹.